Below is a 13-piece molecular cluster, C26H48BNO52S11 overall, with properties calculated with the ωB97M-V functional and the def2-TZVPD basis.

Structure (XYZ):
```
139
Properties=species:S:1:pos:R:3:lowdin_charge:R:1
N -3.82610 1.33180 -3.11411 0.302
H -3.93306 0.99881 -2.15214 0.103
H -3.65621 2.34148 -3.13026 0.117
H -4.61356 1.19512 -3.74939 0.160
H -3.00317 0.90913 -3.54738 0.123
O -1.93307 2.63641 1.72060 0.171
C -1.70047 1.80067 0.90748 -0.347
O -0.67446 0.93454 1.00432 0.234
B -0.71713 0.13102 -0.22042 -0.894
O -1.98278 0.45726 -0.90501 0.237
C -2.58014 1.44212 -0.31210 -0.368
O -3.54354 2.03860 -0.70978 0.127
O 0.34428 0.56272 -1.19140 0.248
C 1.01864 -0.47503 -1.57260 -0.398
O 1.87230 -0.56739 -2.40205 0.157
C 0.51345 -1.68575 -0.76454 -0.348
O -0.53515 -1.29604 -0.02779 0.217
O 0.99356 -2.77707 -0.68950 0.157
C 4.19838 -1.55181 -0.58143 -0.194
C 5.55180 -2.14102 -0.06313 -0.118
O 5.69903 -1.52355 1.23056 -0.191
S 4.43231 -0.60252 1.70221 0.696
O 4.81574 0.62638 2.32042 -0.196
O 3.44235 -1.49907 2.27899 -0.246
O 3.98811 -0.36367 0.14527 -0.210
H 3.33845 -2.18804 -0.36542 0.096
H 4.22211 -1.34497 -1.64712 0.126
H 6.35734 -1.77472 -0.69830 0.131
H 5.57179 -3.22582 -0.10913 0.105
C -3.96605 5.28390 1.54697 -0.164
C -4.76902 4.09873 2.10637 -0.140
O -6.13426 4.51716 1.94011 -0.192
S -6.32273 5.42654 0.60180 0.651
O -6.99557 6.60748 1.05243 -0.218
O -6.74331 4.67185 -0.54670 -0.238
O -4.75906 5.73738 0.45687 -0.207
H -3.05601 4.85026 1.12581 0.090
H -3.62283 6.09914 2.18229 0.137
H -4.50352 3.79071 3.11076 0.126
H -4.63223 3.28171 1.39547 0.106
C -3.09758 -3.52796 -1.26291 -0.174
C -3.40622 -2.92653 0.12297 -0.168
O -2.98168 -3.88409 1.06764 -0.196
S -2.78997 -5.38157 0.36852 0.690
O -4.11955 -5.91665 0.38767 -0.206
O -1.66890 -6.06728 0.93278 -0.200
O -2.34290 -4.69315 -1.01629 -0.204
H -2.49044 -2.84615 -1.85750 0.114
H -4.02895 -3.76001 -1.78132 0.135
H -4.46287 -2.67071 0.20822 0.135
H -2.76636 -2.07484 0.35625 0.109
C -0.03852 -3.08857 -3.92947 -0.173
C -0.95695 -4.25706 -4.27966 -0.142
O -1.42740 -3.80817 -5.54526 -0.185
S -1.81512 -2.19426 -5.51708 0.681
O -3.20607 -2.01613 -5.22342 -0.233
O -1.26752 -1.56566 -6.67531 -0.206
O -0.87624 -1.96130 -4.18010 -0.232
H 0.82485 -3.08160 -4.59559 0.132
H 0.23835 -3.05989 -2.87728 0.107
H -1.76713 -4.22012 -3.55004 0.111
H -0.38228 -5.17720 -4.28874 0.144
C 0.65476 0.84821 -5.54124 -0.173
C 1.65418 1.60400 -4.66015 -0.121
O 0.73209 2.26847 -3.77067 -0.189
S -0.53491 2.80231 -4.57665 0.650
O -0.20805 4.01428 -5.26241 -0.190
O -1.71840 2.82360 -3.75101 -0.260
O -0.55933 1.57035 -5.60929 -0.172
H 0.58768 -0.12837 -5.05994 0.103
H 1.00978 0.68908 -6.55836 0.145
H 2.28994 2.34772 -5.14086 0.138
H 2.28684 0.91544 -4.11055 0.114
C 3.20101 -4.94660 -2.44576 -0.186
C 3.22450 -5.30818 -3.94008 -0.159
O 4.60989 -5.46933 -4.24662 -0.188
S 5.57027 -5.36877 -2.93401 0.673
O 6.75393 -4.64730 -3.22801 -0.201
O 5.65898 -6.63088 -2.26239 -0.208
O 4.46957 -4.40517 -2.16128 -0.203
H 3.12066 -5.84079 -1.82418 0.133
H 2.38999 -4.24354 -2.26646 0.111
H 2.73212 -4.58561 -4.58972 0.113
H 2.68758 -6.24532 -4.09781 0.131
C 1.65702 2.50463 2.61273 -0.170
C 2.22070 3.40873 1.54005 -0.163
O 3.14499 4.31469 2.11436 -0.164
S 3.09620 4.24481 3.76553 0.694
O 2.27532 5.28651 4.29297 -0.236
O 4.42548 4.13175 4.31155 -0.218
O 2.32154 2.79087 3.84596 -0.190
H 1.99494 1.47535 2.44747 0.115
H 0.58588 2.39604 2.78241 0.109
H 1.42909 4.04489 1.13480 0.102
H 2.63135 2.81014 0.72922 0.140
C -0.09619 -1.89277 2.99123 -0.136
C 0.74174 -1.65615 4.28029 -0.144
O 0.85633 -2.93730 4.85025 -0.187
S -0.53854 -3.71449 4.73147 0.653
O -1.46926 -3.19604 5.67911 -0.211
O -0.30001 -5.13013 4.61352 -0.217
O -0.82251 -3.09612 3.25938 -0.226
H 0.44867 -2.15491 2.08382 0.108
H -0.75339 -1.06365 2.73401 0.120
H 0.09264 -1.11248 4.97408 0.130
H 1.70706 -1.21134 4.06481 0.120
C -1.45683 4.39643 4.44706 -0.175
C -0.60189 5.15420 5.39235 -0.161
O -1.47383 5.55724 6.47081 -0.196
S -3.05718 5.17449 6.20764 0.671
O -3.92768 6.30042 6.36238 -0.220
O -3.40128 3.96908 6.90757 -0.233
O -2.81707 4.83105 4.63372 -0.232
H -1.53503 3.32824 4.66046 0.136
H -1.26036 4.51648 3.38383 0.114
H -0.14749 6.10952 5.13342 0.133
H 0.15183 4.51851 5.85748 0.132
C 1.37616 -5.02644 1.49330 -0.185
C 1.65994 -6.32416 2.26827 -0.125
O 3.10470 -6.37759 2.32306 -0.213
S 3.73546 -4.88192 2.45348 0.668
O 5.04235 -4.90966 1.85658 -0.220
O 3.54463 -4.43955 3.79154 -0.203
O 2.60064 -4.31967 1.38185 -0.225
H 0.56089 -4.47270 1.95695 0.097
H 1.06762 -5.15799 0.45543 0.112
H 1.25859 -7.24665 1.86111 0.134
H 1.39767 -6.26933 3.32296 0.106
C -0.51136 4.88130 -0.41549 -0.209
C -1.60636 5.49201 -1.29839 -0.149
O -0.92828 6.02051 -2.47180 -0.196
S 0.55780 6.57117 -1.98755 0.699
O 0.44416 7.80384 -1.27348 -0.214
O 1.51326 6.43235 -3.04945 -0.211
O 0.71745 5.36499 -0.86635 -0.205
H -0.45344 3.79221 -0.49313 0.120
H -0.62346 5.17672 0.63059 0.125
H -2.10623 6.33216 -0.81493 0.125
H -2.41437 4.82052 -1.57593 0.120
```

Maximum force = 3.174 eV/Å
2S+1 = 1
Energy relative to the best compared isomer or geometry (same formula, charge and spin) = 2.53 kcal/mol
HOMO level = -10.95 eV
Total charge = 0



Below is C26H48CeOP2 as an isolated structure, with properties calculated with the ωB97M-V functional and the def2-TZVPD basis.

Structure (XYZ):
```
78
Properties=species:S:1:pos:R:3:lowdin_charge:R:1
Ce -0.16096 -0.07216 1.52139 0.932
C -0.90600 -2.28408 2.82920 -0.326
C 0.39960 -2.53221 2.27583 -0.345
C 0.62960 -1.00124 4.00651 -0.277
C -0.75468 -1.34292 3.89563 -0.286
C 1.34913 -1.71956 2.99628 -0.317
C -2.17178 -2.98462 2.46702 -0.040
H -2.14023 -3.36759 1.43831 0.068
H -3.03731 -2.31122 2.54963 0.081
H -2.34863 -3.84035 3.14166 0.101
C -1.82557 -0.84297 4.80374 -0.013
H -2.77036 -1.36808 4.61914 0.080
H -2.00974 0.23525 4.66003 0.083
H -1.55732 -0.98949 5.86080 0.095
C 1.20855 -0.13045 5.06886 -0.009
H 0.85173 -0.42985 6.06532 0.094
H 0.93327 0.92577 4.92363 0.070
H 2.30208 -0.19439 5.07420 0.082
C 2.83435 -1.76620 2.85855 -0.039
H 3.26005 -2.47044 3.59200 0.100
H 3.29002 -0.78155 3.03782 0.084
H 3.13614 -2.10253 1.85924 0.066
C 0.74114 -3.57847 1.27217 -0.033
H 1.05477 -4.50779 1.78033 0.104
H 1.56694 -3.26731 0.61370 0.068
H -0.11907 -3.82749 0.63598 0.061
C -1.43915 1.21717 -3.90563 -0.117
C -1.67865 -0.10580 -4.00021 -0.164
C -1.03892 -1.03349 -4.99935 -0.172
C 0.45210 -0.75972 -5.28568 -0.174
C 1.23745 -0.32777 -4.08586 -0.126
C 1.49842 0.95261 -3.76578 -0.150
C 0.87723 2.14924 -4.40019 -0.158
C -0.58608 1.94479 -4.88456 -0.173
H -1.56784 -0.96790 -5.96230 0.130
H 0.56048 -0.05847 -6.13219 0.114
H -1.14776 -2.07020 -4.64786 0.102
H -0.59237 1.46723 -5.87853 0.110
H -2.01686 1.86192 -3.23530 0.109
H -2.55141 -0.54261 -3.51569 0.088
H -1.01121 2.94657 -5.04957 0.123
H 0.88795 2.97205 -3.66724 0.113
H 2.33712 1.18917 -3.11155 0.071
H 1.45217 2.47656 -5.27808 0.129
H 0.88029 -1.71144 -5.64160 0.122
H 1.71205 -1.15499 -3.55039 0.091
P -1.62425 -0.61041 -0.76704 0.817
C -3.09782 0.36106 -1.15289 -0.245
C -1.51268 -2.13037 -1.73372 -0.234
P 1.74880 0.18286 -0.47898 0.859
C -0.04427 0.35541 -1.30084 -0.449
C 2.86614 -0.93570 -1.36320 -0.263
C 2.50955 1.85384 -0.61746 -0.229
H -3.11078 1.25841 -0.52155 0.061
H -3.96702 -0.25084 -0.88504 0.067
H -3.19359 0.67565 -2.18918 0.012
H -1.13945 -1.97485 -2.75436 0.011
H -2.51785 -2.57804 -1.78519 0.077
H -0.82916 -2.82950 -1.22758 0.041
H 2.37618 2.31726 -1.60759 0.033
H 3.58738 1.77331 -0.39693 0.069
H 2.05853 2.51387 0.14380 0.040
H -0.28923 1.42441 -1.35795 0.071
H 0.00252 -0.01647 -2.32577 -0.014
H 3.77553 -1.07203 -0.75950 0.063
H 3.17162 -0.56125 -2.34950 0.035
H 2.39236 -1.92053 -1.47588 0.051
C -0.34381 4.12705 1.99540 -0.056
C -0.04377 3.05926 3.02777 -0.505
C -0.91748 3.20266 4.26763 -0.054
O -0.20356 1.74626 2.46725 -0.435
H -1.38357 4.06579 1.66222 0.086
H 0.31318 4.03663 1.13164 0.062
H -0.19039 5.12699 2.42196 0.090
H 1.00539 3.16225 3.34107 0.138
H -1.97963 3.09100 3.99879 0.089
H -0.66434 2.44998 5.03122 0.069
H -0.77525 4.20306 4.71197 0.090
```

Maximum force = 2.279 eV/Å
2S+1 = 2
Energy relative to the best compared isomer or geometry (same formula, charge and spin) = 35.14 kcal/mol
Expectation value of S² = 0.75
HOMO level (alpha / beta) = -10.00 / -10.02 eV
Total charge = +1



Molecular weight: 1570.17; 578.73 (g mol⁻¹)